No. 1
{"formula": "C36H45N9", "method": "ωB97M-V/def2-TZVPD", "relative_energy_kj_mol": 101.6, "smiles": "c1cc[nH]c1.c1cc[nH]c1.c1cc[nH]c1.c1cc[nH]c1.c1cc[nH]c1.c1cc[nH]c1.c1cc[nH]c1.c1cc[nH]c1.c1cc[nH]c1", "species": ["C", "C", "C", "N", "C", "H", "H", "H", "H", "H", "C", "C", "C", "N", "C", "H", "H", "H", "H", "H", "C", "C", "C", "N", "C", "H", "H", "H", "H", "H", "C", "C", "C", "N", "C", "H", "H", "H", "H", "H", "C", "C", "C", "N", "C", "H", "H", "H", "H", "H", "C", "C", "C", "N", "C", "H", "H", "H", "H", "H", "C", "C", "C", "N", "C", "H", "H", "H", "H", "H", "C", "C", "C", "N", "C", "H", "H", "H", "H", "H", "C", "C", "C", "N", "C", "H", "H", "H", "H", "H"], "coordinates": [[-4.4743, 0.3300, 3.8889], [-4.1768, -0.2963, 2.6149], [-2.8739, -0.1418, 2.3113], [-2.3138, 0.4941, 3.4165], [-3.2845, 0.7730, 4.3575], [-5.4211, 0.4264, 4.3639], [-4.8282, -0.8691, 1.9418], [-2.3150, -0.5550, 1.5357], [-1.3905, 0.8598, 3.3451], [-3.0495, 1.3671, 5.2551], [0.5842, 2.1226, 5.2128], [1.2569, 1.7309, 4.0178], [0.6481, 2.4255, 2.9905], [-0.3770, 3.1478, 3.4872], [-0.3743, 3.0391, 4.8175], [0.8201, 1.9573, 6.2390], [2.0510, 0.9834, 3.8946], [0.8970, 2.3877, 1.9496], [-1.0266, 3.7457, 3.0113], [-1.1510, 3.5513, 5.4010], [-1.9467, -3.9737, -0.8771], [-2.9930, -3.7203, 0.0774], [-2.4168, -3.5192, 1.3087], [-1.0438, -3.5796, 1.1770], [-0.7548, -3.8752, -0.1618], [-1.9972, -4.1807, -1.9292], [-4.0710, -3.7530, -0.1630], [-2.8432, -3.1831, 2.2220], [-0.4495, -3.5490, 1.9692], [0.2664, -3.8800, -0.4447], [-0.9142, 2.0806, -5.6103], [-1.9133, 2.3576, -4.5824], [-1.4310, 1.8960, -3.3803], [-0.1851, 1.4234, -3.5738], [0.1165, 1.4463, -4.9099], [-0.9624, 2.3522, -6.6463], [-2.8391, 2.8924, -4.8005], [-1.9191, 2.0443, -2.4375], [0.4279, 0.9056, -2.9457], [1.1119, 1.2512, -5.2181], [2.4408, -3.1931, 3.4227], [1.7892, -2.6810, 4.5900], [1.0806, -1.5477, 4.2107], [1.3720, -1.3254, 2.8981], [2.1181, -2.3686, 2.3818], [3.1465, -4.0012, 3.2813], [1.7253, -3.0993, 5.5546], [0.4481, -0.8613, 4.7765], [0.9470, -0.5820, 2.3529], [2.5424, -2.3651, 1.3650], [1.4729, 0.4471, -0.0768], [0.0524, 0.5365, -0.0475], [-0.4224, -0.4663, -0.8272], [0.6423, -1.2220, -1.2620], [1.8098, -0.6724, -0.8031], [2.1928, 1.1023, 0.3890], [-0.6233, 1.2741, 0.4319], [-1.4446, -0.7364, -1.0973], [0.5244, -1.9762, -1.9242], [2.7632, -1.1443, -0.9589], [0.7349, -4.2905, -3.3015], [0.1938, -3.1791, -3.9903], [1.1957, -2.4977, -4.6386], [2.3695, -3.0560, -4.2084], [2.1074, -4.2271, -3.4998], [0.2186, -4.9532, -2.6274], [-0.8986, -2.9856, -4.1428], [1.2625, -1.6526, -5.3184], [3.2873, -2.7049, -4.4408], [2.9062, -4.7683, -3.0407], [-2.1632, 3.7623, 0.6080], [-2.4568, 4.8157, 1.6210], [-3.4220, 4.2596, 2.4246], [-3.7381, 3.0286, 1.9884], [-2.9661, 2.7157, 0.9579], [-1.4220, 3.7058, -0.1673], [-2.1299, 5.8276, 1.6753], [-3.8214, 4.6250, 3.3312], [-4.2690, 2.3509, 2.5136], [-2.8942, 1.7405, 0.5012], [5.2184, 0.8328, -2.7862], [3.9305, 0.9139, -3.3090], [3.9727, 1.5572, -4.5266], [5.3025, 1.8811, -4.6780], [6.0494, 1.3777, -3.6960], [5.5146, 0.3217, -1.9101], [2.9940, 0.6530, -2.8380], [3.1963, 1.9610, -5.1237], [5.5864, 2.5088, -5.4281], [7.1199, 1.4432, -3.7328]], "mulliken_charge": [-1.279, -0.097, -1.070, 0.785, -0.198, 0.460, 0.376, 0.700, -0.030, 0.352, -0.930, -0.417, -0.941, 0.213, -0.535, 0.502, 0.734, 0.645, 0.257, 0.441, -0.064, -0.955, -0.882, 0.086, -0.571, 0.459, 0.383, 0.680, 0.224, 0.633, -0.683, -0.768, -0.157, 0.171, -0.449, 0.445, 0.395, 0.414, 0.195, 0.321, -0.537, -0.813, -0.431, 0.741, -0.372, 0.412, 0.453, 0.363, 0.040, 0.197, -0.261, 1.901, -2.128, 1.420, -1.444, 0.322, -0.392, 0.321, -0.422, 0.594, -0.339, -0.239, -0.624, 0.087, -0.908, 0.663, 0.330, 0.456, 0.233, 0.397, -0.018, -1.301, -0.593, 0.114, -0.543, 0.589, 0.438, 0.453, 0.300, 0.652, -0.901, 0.643, -0.917, 0.001, -0.481, 0.429, 0.182, 0.452, 0.216, 0.417]}

No. 2
{"formula": "C4H13NO", "method": "ωB97M-V/def2-TZVPD", "relative_energy_kj_mol": 102.9, "smiles": "CCOCC.N", "species": ["C", "C", "O", "C", "C", "H", "H", "H", "H", "H", "H", "H", "H", "H", "H", "N", "H", "H", "H"], "coordinates": [[0.8431, -2.5329, -1.8317], [0.7508, -1.2494, -1.0478], [0.1775, -0.2809, -1.9151], [-0.2009, 0.8708, -1.1633], [-0.3456, 2.1454, -1.9739], [-0.1195, -2.9515, -2.1435], [1.2699, -2.3739, -2.8247], [1.4066, -3.2693, -1.2603], [1.7233, -0.8941, -0.6990], [0.1095, -1.3758, -0.1679], [0.5342, 0.9787, -0.3496], [-1.1068, 0.5868, -0.6118], [0.1708, 1.9804, -2.9208], [0.1321, 2.9321, -1.3986], [-1.3877, 2.3594, -2.1923], [-0.8681, 0.7188, 5.6974], [-1.1598, -0.0243, 5.1076], [-1.3373, 0.9050, 6.5651], [-0.5919, 1.4745, 5.1304]], "mulliken_charge": [-1.240, -0.151, -0.352, -0.315, -1.002, 0.304, 0.312, 0.361, 0.308, 0.290, 0.302, 0.314, 0.293, 0.305, 0.270, -0.580, 0.194, 0.195, 0.192]}

No. 3
{"formula": "C12H35CdN3O5", "method": "ωB97M-V/def2-TZVPD", "relative_energy_kj_mol": 1124.7, "species": ["Cd", "O", "H", "O", "H", "C", "C", "C", "O", "C", "N", "H", "H", "H", "H", "H", "H", "H", "H", "H", "H", "H", "C", "C", "C", "O", "C", "N", "H", "H", "H", "H", "H", "H", "H", "H", "H", "H", "H", "C", "C", "C", "O", "C", "N", "H", "H", "H", "H", "H", "H", "H", "H", "H", "H", "H"], "coordinates": [[-30.0152, 11.8370, -31.6740], [-29.6226, 8.3094, -31.9697], [-29.4974, 7.3491, -32.0987], [-29.2339, 15.1940, -31.2617], [-28.4596, 15.7003, -30.9475], [-21.9777, 11.1288, -32.4407], [-23.0238, 10.9876, -33.5123], [-22.9488, 9.8454, -34.4948], [-21.7935, 9.8727, -35.3442], [-21.7124, 10.9224, -36.2900], [-24.2436, 10.8423, -32.7428], [-22.1236, 12.1427, -32.0680], [-20.9660, 11.1826, -32.8425], [-22.0284, 10.3497, -31.6800], [-23.2033, 11.8041, -34.2118], [-23.8318, 9.8432, -35.1338], [-22.9730, 8.8826, -33.9843], [-21.4772, 11.9694, -36.0986], [-22.6564, 11.0524, -36.8193], [-20.9690, 10.5739, -37.0070], [-23.9915, 10.4877, -31.8313], [-24.6938, 10.0084, -33.0921], [-30.2072, 9.5588, -25.9240], [-30.9293, 10.7986, -26.3786], [-31.5682, 11.5390, -25.1620], [-31.0094, 12.6527, -24.5958], [-29.8560, 12.3578, -23.8223], [-29.9575, 11.7361, -26.8916], [-29.3631, 9.4500, -26.6050], [-30.7193, 8.5983, -25.9810], [-29.8004, 9.7417, -24.9294], [-31.6603, 10.5521, -27.1487], [-31.8949, 10.9780, -24.2864], [-32.4441, 12.0083, -25.6099], [-29.8792, 13.0795, -23.0058], [-28.9090, 12.3967, -24.3607], [-29.8931, 11.3480, -23.4137], [-29.0454, 11.5122, -26.5200], [-30.2577, 12.6028, -26.4686], [-34.9640, 12.4949, -34.8612], [-33.5364, 12.0829, -34.6033], [-32.4320, 12.6487, -35.6311], [-31.1023, 12.5064, -35.1405], [-30.1174, 12.7379, -36.1551], [-33.2658, 12.3057, -33.1919], [-35.2334, 12.0003, -35.7944], [-35.1543, 13.5590, -35.0011], [-35.6132, 12.0221, -34.1242], [-33.5703, 11.0037, -34.7525], [-32.4813, 13.7374, -35.6500], [-32.6009, 12.3176, -36.6558], [-30.3688, 13.6200, -36.7441], [-30.0036, 11.8607, -36.7920], [-29.1717, 12.7427, -35.6133], [-34.0950, 11.9487, -32.7388], [-33.4570, 13.2944, -33.1145]], "mulliken_charge": [0.924, -0.737, 0.213, -0.689, 0.245, -1.341, 0.666, -1.029, -0.360, -0.792, -0.726, 0.353, 0.324, 0.375, 0.231, 0.467, 0.390, 0.290, 0.347, 0.270, 0.297, 0.240, -1.358, 0.348, -0.724, -0.456, -0.736, -0.749, 0.359, 0.343, 0.263, 0.388, 0.566, 0.299, 0.292, 0.250, 0.321, 0.268, 0.330, -1.529, 0.407, -0.884, -0.245, -0.747, -0.565, 0.361, 0.387, 0.452, 0.264, 0.363, 0.376, 0.300, 0.306, 0.241, 0.270, 0.283]}

No. 4
{"formula": "C6H16F2N2OP", "method": "ωB97M-V/def2-TZVPD", "total_charge": 1, "total_energy_ev": -26227.233, "species": ["C", "C", "C", "F", "P", "N", "F", "H", "H", "H", "H", "H", "H", "H", "H", "H", "C", "O", "N", "C", "C", "H", "H", "H", "H", "H", "H", "H"], "coordinates": [[0.4907, 0.9720, -1.0060], [1.8619, 0.2969, -1.0084], [2.2249, -0.3893, -2.3080], [3.5941, -0.5191, -2.4455], [1.7759, 0.5952, -3.7706], [2.7755, 1.8506, -4.0471], [1.8589, -0.3501, -4.9884], [0.1350, 1.0159, 0.0127], [0.5443, 2.0031, -1.3615], [-0.2534, 0.4402, -1.5915], [2.6540, 1.0133, -0.8034], [1.9043, -0.4484, -0.2214], [1.7937, -1.3852, -2.4102], [0.4804, 1.0873, -3.7543], [2.5123, 2.6589, -3.4835], [3.7553, 1.6329, -3.8668], [-2.2216, -0.2933, 1.7184], [-1.2031, -0.3526, 1.0374], [-2.3435, -0.8064, 2.9442], [-3.5775, -0.7062, 3.7050], [-1.2022, -1.4893, 3.5358], [-3.1368, 0.2005, 1.3577], [-3.4053, -0.1664, 4.6366], [-3.9600, -1.7002, 3.9383], [-4.3248, -0.1714, 3.1236], [-0.3535, -0.8101, 3.6133], [-0.9064, -2.3362, 2.9172], [-1.4729, -1.8426, 4.5264]], "mulliken_charge": [-1.138, -0.481, 0.163, -0.305, 0.541, -0.509, -0.189, 0.216, 0.387, 0.424, 0.331, 0.344, 0.345, 0.208, 0.333, 0.336, 0.145, -0.644, 0.110, -0.900, -0.923, 0.279, 0.342, 0.344, 0.293, 0.280, 0.288, 0.380]}